No. 1
2 unconnected molecules or ions with the total composition C24H33IO4 in a non-equilibrium geometry. Source: the Open Molecules 2025 dataset; level of theory: the ωB97M-V functional and the def2-TZVPD basis.

Properties
gap between HOMO and LUMO	0.264	Ha
total charge	0
E_LUMO	-1.10	eV
largest force on an atom	4.4	eV/Å

Geometry as XYZ:
```
62
C24H33IO4 the ωB97M-V functional and the def2-TZVPD basis
C -6.64 -0.73 1.02
C -6.97 -1.19 -0.49
C -6.87 -2.81 -0.69
C -5.36 -3.19 -0.29
C -5.06 -3.67 1.03
C -3.50 -3.97 1.32
O -3.12 -4.94 2.01
C -2.49 -2.89 0.66
I -0.77 -2.18 1.76
C -2.78 -2.43 -0.64
C -1.95 -1.36 -1.48
O -0.53 -1.64 -1.58
C 0.15 -0.48 -2.10
C -0.48 0.43 -3.22
C 0.20 1.68 -3.81
C -0.49 2.56 -4.94
C 1.60 2.07 -3.27
C 2.22 1.19 -2.18
C 1.54 -0.08 -1.56
C 2.36 -0.82 -0.41
C 2.00 -0.12 1.01
C 2.25 -2.42 -0.41
C -4.12 -3.01 -1.32
O -4.22 -3.32 -2.52
H -5.49 -0.78 1.14
H -7.19 -1.40 1.79
H -6.96 0.36 1.21
H -6.26 -0.63 -1.18
H -8.05 -0.90 -0.73
H -7.64 -3.27 0.03
H -7.07 -3.02 -1.79
H -5.87 -3.81 1.83
H -2.19 -0.31 -1.10
H -2.37 -1.41 -2.56
H -1.53 0.18 -3.62
H 0.31 2.76 -5.74
H -1.34 1.99 -5.48
H -0.89 3.56 -4.60
H 2.13 2.99 -3.69
H 3.25 1.50 -1.78
H 3.47 -0.58 -0.60
H 2.23 -0.77 1.92
H 2.69 0.80 1.09
H 0.94 0.30 1.01
H 1.63 -2.86 -1.26
H 1.91 -2.75 0.64
H 3.31 -2.85 -0.54
C 7.25 2.92 2.21
C 5.90 3.57 1.96
O 4.80 2.69 2.14
C 4.66 2.11 3.44
C 4.47 3.14 4.54
H 7.38 2.06 1.55
H 8.05 3.64 2.02
H 7.35 2.57 3.24
H 5.86 3.91 0.93
H 5.77 4.46 2.59
H 5.50 1.45 3.65
H 3.77 1.47 3.39
H 5.33 3.81 4.63
H 4.32 2.64 5.50
H 3.59 3.76 4.33
```


No. 2
A gas-phase ion, CH3NO2P (charge -1) in a non-equilibrium geometry. Source: the Open Molecules 2025 dataset; level of theory: the ωB97M-V functional and the def2-TZVPD basis.

Properties
energy relative to the best compared isomer or geometry (same formula, charge and spin)	6.27	kcal/mol
gap between HOMO and LUMO	0.292	Ha
total charge	-1
E_LUMO	4.59	eV
largest force on an atom	4.5	eV/Å

Geometry as XYZ:
```
8
CH3NO2P the ωB97M-V functional and the def2-TZVPD basis
C -0.76 -0.60 -0.85
N 0.80 0.21 0.95
O -0.63 -1.59 -0.15
O -1.12 -0.39 -2.06
P -0.43 1.05 0.24
H 1.18 0.38 1.89
H 0.78 -0.80 0.89
H 0.19 1.74 -0.91
```


No. 3
A molecular structure, C15H14MoN10OS in a non-equilibrium geometry. Source: the Open Molecules 2025 dataset; level of theory: the ωB97M-V functional and the def2-TZVPD basis.

Properties
energy relative to the best compared isomer or geometry (same formula, charge and spin)	35.13	kcal/mol
gap between HOMO and LUMO (spin up / spin down)	0.221 / 0.228	Ha
total charge	+2
E_LUMO (spin up / spin down)	-8.63 / -8.53	eV
multiplicity	3
largest force on an atom	3.8	eV/Å
<S²>	2.0387

Geometry as XYZ:
```
42
C15H14MoN10OS the ωB97M-V functional and the def2-TZVPD basis
Mo 0.22 -0.03 0.18
C 3.27 1.23 3.00
C 2.28 0.46 2.22
N 1.45 1.01 1.37
N 1.35 2.38 1.37
C 0.11 2.77 1.35
N -0.23 4.05 1.34
S -1.21 1.56 1.34
C 2.03 -0.97 2.35
C 2.68 -1.82 3.23
C 2.23 -3.12 3.36
C 1.14 -3.54 2.62
C 0.55 -2.65 1.74
N 0.99 -1.39 1.58
H 2.91 2.24 3.16
H 4.21 1.30 2.43
H 3.49 0.76 3.96
H 0.48 4.77 1.46
H -1.19 4.32 1.44
H 3.51 -1.45 3.82
H 2.72 -3.81 4.05
H 0.73 -4.53 2.73
H -0.31 -2.95 1.15
O -0.43 -1.38 -0.77
N -0.55 -2.56 -1.40
C -0.05 -2.76 -2.58
C 0.76 -1.76 -3.21
N 1.42 -0.85 -3.45
C -0.24 -4.01 -3.22
N -0.35 -5.00 -3.79
N -2.11 2.81 -3.65
C -0.96 2.57 -3.00
C -0.87 1.67 -1.92
N 0.28 1.52 -1.25
C 1.36 2.20 -1.65
C 1.26 3.04 -2.75
N 0.13 3.23 -3.39
H -2.96 2.32 -3.45
H -2.09 3.45 -4.42
H -1.73 1.10 -1.59
H 2.28 2.04 -1.12
H 2.13 3.57 -3.12
```


Which value of largest force on an atom does entry 1 give? 4.4 eV/Å


What is the total charge in the third record? +2